(1)
23
Properties=species:S:1:pos:R:3:forces:R:3 method="wB97M-V/def2-TZVPD" homo_energy_ev=-13.893 lumo_ev=-7.11 e_above_lowest_kcal_mol=99.23 gap_ev=6.788 multiplicity=1 charge=+1
C 1.857 0.102 -1.210 0.187 0.195 -0.123
C 1.254 -1.232 -0.723 -0.106 0.949 -1.920
C -0.015 -1.121 -0.035 1.265 -2.052 2.944
C -0.263 -0.207 1.055 -0.167 1.428 -0.667
N -1.683 0.210 1.116 0.577 -1.189 -0.620
C -2.589 -0.833 1.611 0.506 0.237 0.843
N 0.877 0.983 -1.915 0.610 -1.084 0.245
H 2.342 0.601 -0.368 -0.301 0.266 -0.034
H 2.660 -0.122 -1.910 0.059 -0.087 0.089
H 1.179 -1.945 -1.542 0.006 -0.136 -0.056
H 1.975 -1.675 -0.018 -0.299 -0.166 0.442
H -0.564 -2.072 0.030 -0.777 0.630 -0.773
H 0.065 -0.753 1.957 -0.128 0.100 0.072
H -1.894 0.540 0.182 -0.569 0.181 -0.002
H -3.614 -0.635 1.320 0.012 -0.078 -0.111
H -2.274 -1.855 1.360 -0.259 0.092 -0.371
H -2.513 -0.800 2.705 -0.234 0.050 -0.111
H -0.045 0.622 -1.707 -0.293 0.417 -0.120
H 0.997 0.806 -2.907 -0.091 0.343 -0.058
H 0.124 3.439 0.279 0.190 -0.042 -0.015
H 1.004 2.487 -0.570 -0.179 0.240 -0.115
H 0.328 0.716 0.949 0.082 -0.137 0.347
O 0.793 2.746 0.341 -0.089 -0.157 0.113

***

(2)
17
Properties=species:S:1:pos:R:3:forces:R:3 method="wB97M-V/def2-TZVPD" homo_energy_ev=-7.992 lumo_ev=1.24 e_above_lowest_kcal_mol=32.82 smiles=NCCNCN gap_ev=9.231 multiplicity=1
C -0.772 0.075 0.919 -0.658 0.273 0.537
N -0.782 -0.677 -0.302 0.358 -0.608 0.381
C 0.278 -1.668 -0.502 -1.186 1.064 -1.831
N 0.909 -1.458 -1.788 -0.092 -0.767 -0.510
C 0.326 1.145 1.061 -0.592 -0.426 0.109
N -0.168 2.426 0.614 0.183 0.143 -1.036
H -1.726 0.593 1.059 -0.106 0.054 -0.397
H -0.824 -0.626 1.769 0.626 0.045 -0.226
H -1.049 -0.257 -1.172 -0.075 0.480 0.079
H 1.005 -1.615 0.289 0.016 -0.353 0.832
H -0.257 -2.606 -0.663 0.672 -0.551 0.830
H 1.244 -2.286 -2.251 0.054 0.258 -0.053
H 1.188 -0.583 -2.180 0.153 0.283 0.407
H 1.101 0.855 0.349 0.397 0.039 0.392
H 0.689 1.183 2.093 0.304 -0.204 0.000
H -0.912 2.858 1.132 0.012 -0.080 0.392
H 0.588 3.065 0.444 -0.066 0.351 0.094

***

(3)
78
Properties=species:S:1:pos:R:3:forces:R:3 method="wB97M-V/def2-TZVPD" homo_energy_ev=-1.828 lumo_ev=3.97 e_above_lowest_kcal_mol=28.07 gap_ev=5.798 multiplicity=1 charge=-2
Sn 0.640 0.158 -0.629 -0.313 0.261 0.641
O -4.791 -1.565 -6.852 -0.067 -0.023 -0.041
C -3.942 -1.137 -6.099 0.005 0.001 0.031
S -3.522 0.562 -5.951 -0.008 0.030 -0.030
C -2.226 0.384 -4.762 0.055 0.094 -0.020
C -1.941 -0.867 -4.315 0.102 -0.108 0.183
S -0.804 -1.442 -3.171 -0.057 0.187 -0.258
S -2.972 -2.122 -5.015 -0.058 -0.104 -0.052
S -1.392 1.890 -4.416 0.028 0.006 0.105
C -3.936 0.461 5.220 -0.003 -0.024 0.018
C -2.650 0.061 4.547 -0.006 0.031 0.010
C -2.617 -0.220 3.187 0.022 0.005 -0.047
C -1.423 -0.514 2.548 -0.043 -0.016 0.063
C -0.246 -0.527 3.279 -0.022 0.080 -0.024
C -0.259 -0.273 4.643 -0.040 0.009 -0.059
C -1.461 0.012 5.269 0.012 0.002 0.035
S 1.279 -0.806 2.413 0.371 -0.545 -0.060
O 1.025 -1.880 1.459 -0.076 -0.032 0.078
O 2.249 -1.180 3.448 -0.021 0.345 0.016
N 1.676 0.474 1.596 -0.439 -0.139 -0.047
C 1.346 1.760 2.214 0.179 -0.111 -0.152
C -0.082 2.243 1.881 0.285 0.043 0.113
O -0.638 2.986 2.691 -0.128 0.155 0.048
O -0.539 1.848 0.762 -0.034 -0.288 -0.409
H -4.787 0.317 4.556 -0.005 -0.012 -0.003
H -3.908 1.516 5.500 0.007 0.010 -0.008
H -4.109 -0.117 6.130 0.004 -0.007 0.005
H -3.533 -0.183 2.609 -0.009 0.007 -0.006
H -1.407 -0.717 1.486 0.012 0.004 -0.005
H 0.672 -0.298 5.192 0.024 -0.006 0.012
H -1.475 0.220 6.334 0.006 0.019 0.005
H 2.028 2.502 1.790 0.018 0.055 0.062
H 1.488 1.767 3.297 -0.027 0.028 0.025
C 2.862 -4.277 -1.657 -0.028 0.050 0.027
N 3.257 -3.835 -0.335 -0.029 -0.029 0.021
C 3.497 -2.539 -0.012 0.076 0.052 -0.013
Se 3.472 -1.134 -1.180 0.257 -0.101 -0.102
N 3.795 -2.505 1.308 -0.038 -0.056 -0.035
C 3.667 -3.766 1.854 0.053 0.055 0.046
C 3.809 -4.225 3.150 -0.020 -0.034 0.005
C 3.661 -5.589 3.356 -0.005 -0.032 -0.039
C 3.383 -6.459 2.298 0.013 0.055 0.031
C 3.227 -5.991 1.000 -0.017 -0.008 0.018
C 3.362 -4.627 0.801 -0.005 0.008 -0.071
H 2.071 -3.630 -2.031 -0.010 -0.021 -0.012
H 2.499 -5.299 -1.580 -0.019 0.001 -0.024
H 3.704 -4.229 -2.347 0.014 -0.007 0.001
H 3.714 -1.655 1.854 0.039 0.068 0.000
H 4.003 -3.538 3.961 -0.021 0.020 0.012
H 3.755 -5.986 4.358 -0.002 -0.011 0.011
H 3.278 -7.518 2.493 -0.011 -0.023 0.012
H 3.000 -6.664 0.186 -0.008 -0.008 -0.007
C 1.787 3.774 -2.820 -0.052 0.047 -0.010
C 2.325 2.420 -2.348 0.143 0.113 -0.003
C 3.435 2.662 -1.318 0.018 -0.023 0.049
C 2.853 1.650 -3.558 0.013 -0.002 -0.058
O 1.264 1.716 -1.771 0.013 0.031 0.107
H 2.596 4.412 -3.186 0.017 0.001 -0.037
H 1.282 4.278 -1.994 0.019 0.009 0.016
H 1.061 3.632 -3.624 -0.002 -0.010 0.033
H 4.158 3.400 -1.679 0.010 -0.013 -0.031
H 3.973 1.744 -1.081 -0.067 -0.055 0.010
H 2.987 3.035 -0.395 -0.006 0.062 -0.012
H 3.618 2.225 -4.090 0.010 0.012 -0.009
H 2.022 1.442 -4.234 0.014 0.012 -0.003
H 3.289 0.695 -3.261 -0.001 -0.016 0.036
Te -1.597 2.392 -2.063 -0.078 -0.205 -0.285
C -3.638 2.975 -2.036 0.051 0.163 0.109
C -4.519 2.862 -3.102 -0.075 0.011 -0.017
C -5.823 3.330 -2.988 0.024 -0.015 -0.001
C -6.262 3.912 -1.808 -0.018 -0.011 0.009
C -5.386 4.018 -0.734 0.003 0.000 0.001
C -4.084 3.554 -0.846 -0.075 -0.051 0.001
H -4.194 2.409 -4.028 0.015 0.006 -0.023
H -6.497 3.235 -3.831 -0.016 -0.012 -0.011
H -7.280 4.272 -1.721 -0.003 0.013 0.001
H -5.715 4.469 0.195 -0.007 -0.010 0.012
H -3.413 3.638 0.004 0.034 0.008 0.004

***

(4)
45
Properties=species:S:1:pos:R:3:forces:R:3 method="wB97M-V/def2-TZVPD" homo_energy_ev="-10.616 / -10.555" lumo_ev="-1.25 / -6.50" gap_ev="9.366 / 4.052" multiplicity=2
Tl -3.144 -1.666 -2.139 0.714 0.034 -0.038
S -0.022 -0.200 0.102 2.044 -1.878 -0.312
O -0.286 -1.390 0.941 -0.086 1.944 -0.094
O 0.228 1.026 0.813 -0.838 0.412 1.481
O 1.106 -0.380 -0.793 0.527 -0.825 -0.637
O -1.169 -0.095 -0.751 -3.287 0.916 -0.986
O 1.050 -1.343 3.430 0.141 0.111 0.234
H 0.683 -1.492 2.558 0.153 -0.082 0.072
H 0.302 -1.424 4.022 -0.112 0.115 0.307
O -2.229 0.728 -3.609 -0.843 -0.447 0.003
H -1.313 0.997 -3.532 1.045 -0.080 0.137
H -2.566 1.235 -4.348 -0.281 0.031 -0.205
O -2.042 2.659 -1.389 -0.126 0.585 0.204
H -1.864 1.731 -1.239 -0.071 -0.212 -0.016
H -1.823 2.800 -2.310 -0.006 -0.072 -0.222
O -0.167 -2.001 -2.632 -0.646 -0.160 -0.446
H 0.431 -1.463 -2.114 0.318 0.231 0.203
H 0.402 -2.621 -3.088 0.047 -0.251 -0.166
O -2.019 2.729 2.093 -0.314 0.075 -0.154
H -2.492 2.047 2.569 -0.133 -0.243 0.262
H -1.179 2.329 1.870 0.222 0.188 0.122
O 2.990 -0.063 0.968 0.466 -0.054 0.555
H 2.612 0.640 1.496 0.130 0.192 0.356
H 2.359 -0.199 0.262 0.383 0.050 -0.058
O 1.335 -3.356 1.136 0.419 -0.761 -0.324
H 0.803 -2.561 1.105 0.287 -0.170 -0.112
H 0.813 -3.974 1.648 0.070 -0.215 0.320
O 1.296 1.790 3.368 0.103 0.074 0.207
H 0.865 1.164 2.785 -0.087 -0.283 0.156
H 1.831 2.330 2.786 0.085 0.402 -0.075
O -1.471 -3.418 -0.318 -0.954 -0.266 -0.318
H -1.012 -2.698 0.116 0.168 0.077 0.120
H -0.934 -4.189 -0.134 0.170 -0.220 -0.144
O 0.158 3.587 0.216 0.641 0.547 0.161
H 0.206 2.637 0.326 0.108 0.181 -0.209
H -0.480 3.715 -0.486 -0.485 -0.044 -0.117
O -2.182 -0.637 2.869 -0.430 0.336 0.128
H -1.980 -1.377 3.442 -0.065 -0.165 0.171
H -1.486 -0.645 2.213 0.069 -0.147 0.003
O 0.417 1.252 -3.038 -0.193 0.277 -0.358
H 1.181 1.742 -3.342 0.099 0.216 -0.210
H 0.718 0.806 -2.246 0.163 -0.307 0.371
O 3.666 -0.479 -1.956 0.207 -0.239 -0.483
H 3.556 0.449 -2.163 0.104 0.228 0.059
H 2.857 -0.722 -1.506 0.074 -0.099 0.050

***

Number 1: electronic energy -383.89289 Eh. Number 2: electronic energy -285.12552 Eh. Number 3: electronic energy -6652.37676 Eh. Number 4: electronic energy -1865.24906 Eh.